Record 1
ORCA calculation (ωB97M-V/def2-TZVPD) on a cluster of 2 separate species, C4H8N2O in total.

```
15
Properties=species:S:1:pos:R:3:nbo_charge:R:1
O -1.28 -1.92 1.15 -0.73
N 1.70 2.14 0.53 -0.25
N 0.43 2.43 -1.24 -0.71
C -0.08 -0.68 -0.48 -0.47
C -0.06 -1.91 0.43 -0.05
C 0.89 1.29 0.69 0.19
C -0.21 0.59 0.31 -0.11
H 0.04 -2.82 -0.19 0.17
H -1.16 0.78 0.80 0.23
H -0.94 -0.76 -1.15 0.23
H -0.11 2.99 -0.56 0.31
H 0.83 -0.65 -1.08 0.23
H 0.81 -1.86 1.10 0.16
H 0.40 3.04 -2.08 0.31
H -1.25 -2.66 1.78 0.47
```

Summary:
- Kohn-Sham gap (alpha / beta): 8.681 / 9.116 eV
- LUMO level (alpha / beta): -0.226 / -0.662 eV
- HOMO energy (alpha / beta): -8.91 / -9.78 eV
- Energy relative to the best compared isomer or geometry (same formula, charge and spin): 5.922 eV
- Largest force on an atom: 0.040 Eh/bohr

Record 2
ORCA calculation (ωB97M-V/def2-TZVPD) on an isolated molecule of C4H8N2O.

```
15
Properties=species:S:1:pos:R:3:nbo_charge:R:1
O -0.13 0.56 0.92 -0.53
N 0.62 0.16 -2.44 -0.22
N -0.56 0.78 -2.05 -0.65
C 0.20 -0.75 0.68 0.16
C 1.12 -0.71 -1.70 -0.02
C 0.65 -1.31 -0.46 -0.37
C -0.72 0.86 2.16 -0.25
H -0.67 0.05 2.91 0.19
H 0.04 -1.43 1.51 0.17
H -0.62 1.70 -2.44 0.36
H -1.82 1.19 1.98 0.19
H -0.67 0.81 -1.06 0.35
H 0.79 -2.35 -0.41 0.22
H 1.95 -1.29 -2.20 0.18
H -0.16 1.73 2.61 0.20
```

Summary:
- Kohn-Sham gap: 9.167 eV
- LUMO level: 0.812 eV
- HOMO energy: -8.35 eV
- Energy relative to the best compared isomer or geometry (same formula, charge and spin): 3.570 eV
- Largest force on an atom: 0.048 Eh/bohr
- SMILES: CO/C=C\C=N/N

Record 3
ORCA calculation (ωB97M-V/def2-TZVPD) on a structure of composition C4H8N2O.

```
15
Properties=species:S:1:pos:R:3:nbo_charge:R:1
O -0.60 0.20 0.43 -0.59
N 0.84 -1.44 -0.01 -0.65
N 0.39 -1.23 2.36 -0.74
C 0.65 -0.39 -0.85 0.39
C -0.64 1.48 1.04 -0.26
C 0.11 -0.62 -2.22 -0.68
C 0.36 -1.03 1.13 0.72
H 1.26 0.51 -0.74 0.16
H -0.66 -1.39 -2.20 0.24
H -1.04 1.37 2.06 0.19
H -1.31 2.13 0.48 0.19
H 0.35 1.93 1.11 0.17
H -0.27 0.31 -2.64 0.23
H 0.93 -0.97 -2.85 0.25
H -0.37 -0.86 2.91 0.38
```

Summary:
- Kohn-Sham gap: 9.703 eV
- LUMO level: 0.851 eV
- HOMO energy: -8.85 eV
- Energy relative to the best compared isomer or geometry (same formula, charge and spin): 4.110 eV
- Largest force on an atom: 0.010 Eh/bohr

Record 4
ORCA calculation (ωB97M-V/def2-TZVPD) on a cluster of 2 separate species, C4H8N2O in total.

```
15
Properties=species:S:1:pos:R:3:nbo_charge:R:1
O -0.22 1.52 0.50 -0.58
N -0.69 -1.86 0.50 0.03
N -0.54 -2.61 1.35 -0.07
C -2.51 -0.44 -0.28 -0.63
C -0.47 0.47 2.61 -0.74
C 0.13 0.64 1.24 0.44
C -1.00 -0.86 -0.21 -0.19
H -2.68 0.68 -0.31 0.24
H -3.02 -0.77 0.60 0.22
H -2.89 -0.74 -1.30 0.23
H 1.04 -0.09 1.01 0.11
H -0.27 -0.59 -0.98 0.24
H 0.01 1.36 3.19 0.25
H -0.35 -0.52 3.06 0.23
H -1.48 0.67 2.70 0.23
```

Summary:
- Kohn-Sham gap: 9.080 eV
- LUMO level: 0.748 eV
- HOMO energy: -8.33 eV
- Energy relative to the best compared isomer or geometry (same formula, charge and spin): 4.361 eV
- Largest force on an atom: 0.059 Eh/bohr

Record 5
ORCA calculation (ωB97M-V/def2-TZVPD) on an isolated molecule of C4H8N2O.

```
15
Properties=species:S:1:pos:R:3:nbo_charge:R:1
O 2.94 -0.81 0.36 -0.62
N 1.64 0.10 -1.28 -0.83
N -0.48 0.18 0.22 -0.46
C 1.86 -0.43 -0.04 0.67
C -1.69 -0.15 -0.45 -0.23
C 0.60 -0.53 0.84 -0.31
C -1.63 0.88 0.65 -0.22
H 0.43 -1.60 1.05 0.21
H -1.61 1.94 0.42 0.19
H -2.23 -1.07 -0.25 0.19
H -2.14 0.63 1.59 0.18
H 0.75 0.52 -1.51 0.41
H 2.44 0.25 -1.88 0.40
H 0.84 -0.05 1.79 0.23
H -1.73 0.15 -1.50 0.18
```

Summary:
- Kohn-Sham gap: 9.773 eV
- LUMO level: 0.880 eV
- HOMO energy: -8.89 eV
- Energy relative to the best compared isomer or geometry (same formula, charge and spin): 2.117 eV
- Largest force on an atom: 0.008 Eh/bohr
- SMILES: NC(=O)CN1CC1

Record 6
ORCA calculation (ωB97M-V/def2-TZVPD) on an isolated molecule of C4H8N2O.

```
15
Properties=species:S:1:pos:R:3:nbo_charge:R:1
O 1.72 -1.30 -0.41 -0.70
N -0.12 1.00 -0.58 -0.29
N -0.58 -0.42 -0.06 -0.35
C 1.97 -0.06 0.28 -0.14
C 1.04 1.22 -0.09 0.07
C -1.72 -0.12 0.74 -0.29
C -1.77 -0.45 -0.77 -0.27
H -1.88 0.39 -1.40 0.25
H -1.98 -0.73 1.58 0.22
H -1.86 -1.52 -0.74 0.23
H 1.48 2.23 -0.57 0.21
H 0.82 -1.27 -0.21 0.48
H -1.89 1.06 0.79 0.21
H 3.03 0.07 0.10 0.21
H 1.73 -0.11 1.32 0.17
```

Summary:
- Kohn-Sham gap: 10.350 eV
- LUMO level: 0.853 eV
- HOMO energy: -9.50 eV
- Energy relative to the best compared isomer or geometry (same formula, charge and spin): 6.561 eV
- Largest force on an atom: 0.098 Eh/bohr
- SMILES: OC/C=N\N1CC1

Record 7
ORCA calculation (ωB97M-V/def2-TZVPD) on a structure of composition C4H8N2O.

```
15
Properties=species:S:1:pos:R:3:nbo_charge:R:1
O -1.08 -1.15 -1.02 -0.73
N 1.26 -0.35 0.73 -0.27
N 1.01 -1.65 0.73 -0.57
C 1.55 1.54 -0.68 -0.47
C -1.02 0.20 -0.58 0.01
C -1.53 0.55 0.71 -0.32
C 0.87 0.47 -0.25 0.14
H -1.48 0.77 -1.41 0.20
H 0.63 -2.13 -0.09 0.39
H -1.57 -1.66 -0.35 0.47
H 1.22 -2.10 1.61 0.39
H -0.97 1.16 1.40 0.20
H 1.16 2.18 -1.46 0.20
H -2.57 0.42 0.97 0.17
H 2.53 1.76 -0.31 0.20
```

Summary:
- Kohn-Sham gap (alpha / beta): 8.431 / 6.843 eV
- LUMO level (alpha / beta): 0.325 / -0.260 eV
- HOMO energy (alpha / beta): -8.11 / -7.10 eV
- Energy relative to the best compared isomer or geometry (same formula, charge and spin): 7.030 eV
- Largest force on an atom: 0.083 Eh/bohr

Record 8
ORCA calculation (ωB97M-V/def2-TZVPD) on an isolated molecule of C4H8N2O.

```
15
Properties=species:S:1:pos:R:3:nbo_charge:R:1
O 1.51 1.41 -0.79 -0.79
N 0.07 -0.13 0.17 0.01
N 1.22 2.08 2.39 -0.29
C 0.47 1.32 0.07 -0.01
C 0.81 1.87 1.32 0.19
C -1.17 -0.38 0.84 -0.51
C 1.09 -1.05 0.48 -0.54
H 1.39 -0.99 1.47 0.26
H -1.73 -1.22 0.32 0.26
H -1.68 0.58 0.76 0.23
H 0.59 -1.98 0.50 0.22
H 1.37 0.79 -1.59 0.26
H 1.95 -0.92 -0.29 0.26
H -0.97 -0.65 1.93 0.26
H -0.45 1.86 -0.27 0.19
```

Summary:
- Kohn-Sham gap (alpha / beta): 3.855 / 7.459 eV
- Multiplicity: 3
- LUMO level (alpha / beta): 0.481 / -3.962 eV
- HOMO energy (alpha / beta): -3.37 / -11.42 eV
- <S²>: 2.01
- Energy relative to the best compared isomer or geometry (same formula, charge and spin): 2.767 eV
- Largest force on an atom: 0.084 Eh/bohr

Record 9
ORCA calculation (ωB97M-V/def2-TZVPD) on the ion C4H8N2O2 with charge -1.

```
16
Properties=species:S:1:pos:R:3:nbo_charge:R:1
O -3.18 -0.19 -0.74 -0.78
O 2.47 0.58 -0.63 -0.51
N -1.53 0.94 0.41 -0.73
N 1.03 -0.52 0.78 -0.47
C -0.62 0.56 -0.67 -0.29
C 2.50 -0.18 0.46 0.07
C -2.79 0.49 0.23 0.43
C 0.12 -0.76 -0.38 -0.24
H -0.61 -1.49 0.01 0.21
H 2.96 -1.17 0.33 0.12
H 0.73 -1.22 -1.16 0.19
H -1.30 0.40 -1.49 0.21
H 0.57 0.27 1.24 0.38
H -3.34 0.72 1.15 0.08
H 0.17 1.27 -0.95 0.19
H 2.81 0.30 1.40 0.13
```

Summary:
- Kohn-Sham gap (alpha / beta): 7.489 / 5.303 eV
- Multiplicity: 2
- LUMO level (alpha / beta): 3.928 / 1.817 eV
- HOMO energy (alpha / beta): -3.56 / -3.49 eV
- Total charge: -1
- <S²>: 0.76
- Energy relative to the best compared isomer or geometry (same formula, charge and spin): 2.121 eV
- Largest force on an atom: 0.059 Eh/bohr

Question: Number 1 is which compound?
Answer: C4H8N2O